Entry 1:
{"formula": "C23H44N3O2P2Sn", "method": "wB97M-V/def2-TZVPD", "symbols": ["Sn", "P", "P", "N", "C", "H", "H", "C", "H", "H", "C", "H", "H", "C", "H", "H", "C", "C", "H", "H", "H", "C", "C", "H", "H", "H", "C", "C", "H", "H", "H", "C", "C", "H", "H", "H", "C", "C", "H", "H", "H", "C", "H", "H", "H", "C", "H", "H", "H", "C", "H", "H", "H", "H", "H", "H", "H", "O", "H", "H", "N", "C", "O", "C", "C", "C", "N", "C", "C", "H", "H", "H", "H", "H", "H"], "positions_angstrom": [[0.40, -0.34, -0.76], [1.88, 1.37, -0.89], [-1.29, -1.80, -1.08], [-0.70, 0.85, -2.07], [1.07, 2.52, -2.10], [1.35, 3.58, -1.95], [1.40, 2.22, -3.11], [-0.44, 2.27, -1.98], [-0.81, 2.73, -1.02], [-0.97, 2.81, -2.79], [-2.13, 0.58, -2.07], [-2.62, 1.16, -2.89], [-2.64, 0.90, -1.13], [-2.37, -0.91, -2.30], [-2.01, -1.19, -3.31], [-3.43, -1.19, -2.22], [-2.42, -2.10, 0.39], [-1.66, -2.54, 1.65], [-2.33, -2.49, 2.52], [-0.79, -1.89, 1.85], [-1.30, -3.58, 1.56], [-0.88, -3.43, -1.92], [-0.16, -4.40, -0.97], [0.28, -5.24, -1.54], [-0.86, -4.84, -0.24], [0.65, -3.91, -0.41], [3.56, 1.00, -1.66], [4.48, 0.22, -0.70], [5.34, -0.19, -1.25], [3.95, -0.62, -0.21], [4.87, 0.88, 0.09], [2.09, 2.41, 0.65], [2.46, 1.58, 1.89], [2.37, 2.20, 2.80], [3.50, 1.22, 1.84], [1.81, 0.70, 2.00], [1.40, -1.40, 0.27], [-2.03, -4.12, -2.67], [-2.77, -4.55, -1.98], [-2.55, -3.43, -3.35], [-1.62, -4.95, -3.28], [4.29, 2.19, -2.30], [5.16, 1.82, -2.89], [3.65, 2.76, -2.99], [4.69, 2.89, -1.55], [3.01, 3.64, 0.51], [2.87, 4.30, 1.38], [4.07, 3.35, 0.48], [2.79, 4.23, -0.39], [-3.64, -2.99, 0.12], [-3.34, -4.06, 0.05], [-4.35, -2.91, 0.96], [-4.18, -2.72, -0.80], [-2.79, -1.06, 0.57], [1.05, 2.77, 0.79], [-0.14, -3.09, -2.67], [3.26, 0.31, -2.47], [2.03, -2.07, 1.00], [1.47, -0.82, -3.64], [1.74, -1.42, -3.18], [-2.35, 1.65, 5.96], [-2.61, 2.11, 4.71], [-3.46, 2.98, 4.58], [-1.91, 1.59, 3.49], [-2.25, 2.06, 2.23], [-1.62, 1.57, 1.08], [-0.63, 0.59, 1.07], [-0.31, 0.18, 2.36], [-0.90, 0.64, 3.54], [-2.87, 2.03, 6.76], [-1.66, 0.91, 6.15], [-3.02, 2.81, 2.13], [-2.04, 2.05, 0.26], [0.45, -0.57, 2.56], [-0.56, 0.22, 4.47]], "total_energy_ev": -57505.9903, "lumo_energy_ev": [-11.3, -12.7], "gap_ev": [6.06, 4.50], "total_charge": 3, "max_force_ev_per_a": 16.6}


Entry 2:
{"formula": "C23H44NP3RuS", "method": "wB97M-V/def2-TZVPD", "symbols": ["Ru", "P", "P", "P", "H", "C", "C", "H", "C", "C", "C", "C", "C", "C", "C", "C", "C", "H", "H", "H", "H", "H", "H", "H", "H", "H", "H", "H", "H", "H", "H", "H", "H", "H", "H", "H", "H", "H", "H", "H", "H", "H", "H", "H", "H", "H", "C", "C", "C", "C", "C", "C", "S", "H", "H", "H", "H", "H", "H", "C", "C", "C", "C", "N", "C", "C", "H", "H", "H", "H", "H", "H", "H"], "positions_angstrom": [[0.05, 0.24, 0.58], [-0.67, 2.19, 1.89], [-2.13, -0.15, -0.06], [2.12, 1.35, 0.31], [-0.05, -1.96, -7.68], [1.01, -2.17, -7.48], [1.36, -3.37, -7.00], [0.57, -4.12, -6.82], [-1.19, 3.65, 0.90], [-2.12, 1.97, 3.02], [0.47, 2.97, 3.13], [-2.37, -1.60, -1.16], [-3.35, -0.58, 1.26], [-2.99, 1.17, -0.98], [3.31, 0.61, -0.89], [3.24, 1.42, 1.78], [2.07, 3.10, -0.28], [1.73, -1.37, -7.73], [2.40, -3.67, -6.82], [-1.50, 4.48, 1.55], [-2.03, 3.37, 0.25], [-0.36, 3.99, 0.27], [-2.22, 2.84, 3.69], [-1.96, 1.08, 3.63], [-3.05, 1.87, 2.45], [-0.09, 3.71, 3.73], [1.29, 3.49, 2.63], [0.86, 2.21, 3.80], [-3.45, -1.82, -1.23], [-1.83, -2.45, -0.75], [-1.97, -1.37, -2.15], [-4.29, -0.04, 1.09], [-2.97, -0.32, 2.25], [-3.55, -1.66, 1.23], [-3.85, 0.80, -1.56], [-2.27, 1.62, -1.69], [-3.34, 1.96, -0.30], [4.24, 1.17, -0.88], [2.86, 0.64, -1.89], [3.50, -0.43, -0.60], [4.18, 1.93, 1.50], [3.47, 0.39, 2.09], [2.78, 1.95, 2.62], [3.05, 3.41, -0.68], [1.80, 3.77, 0.54], [1.32, 3.18, -1.08], [0.67, -0.86, -2.63], [0.55, 0.46, -3.15], [0.17, 0.63, -4.48], [-0.14, -0.49, -5.27], [-0.15, -1.78, -4.71], [0.35, -1.97, -3.44], [1.03, -1.32, -1.01], [-0.26, 0.48, -0.99], [0.71, 1.34, -2.53], [0.13, 1.63, -4.90], [-0.32, -0.36, -6.34], [-0.44, -2.64, -5.31], [0.50, -2.97, -3.01], [0.28, -3.36, 6.07], [0.22, -2.54, 4.80], [0.99, -1.37, 4.66], [0.93, -0.64, 3.50], [0.18, -1.00, 2.44], [-0.55, -2.12, 2.56], [-0.56, -2.89, 3.71], [1.28, -3.78, 6.25], [0.01, -2.78, 6.97], [-0.42, -4.20, 6.03], [1.64, -1.03, 5.47], [1.50, 0.28, 3.40], [-1.16, -2.39, 1.69], [-1.20, -3.78, 3.73]], "s_squared": 6.035, "total_energy_ev": -67296.3766, "relative_energy_ev": 0.0000, "lumo_energy_ev": [-11.7, -15.4], "gap_ev": [8.40, 4.79], "multiplicity": 5, "total_charge": 4, "max_force_ev_per_a": 4.0}


Entry 3:
{"formula": "C23H45B2F4N4O5P2PtS4SiTe", "method": "wB97M-V/def2-TZVPD", "symbols": ["Pt", "C", "N", "C", "C", "N", "B", "N", "C", "C", "N", "C", "C", "S", "C", "S", "H", "H", "H", "H", "H", "H", "H", "H", "H", "H", "H", "H", "C", "Si", "C", "C", "C", "C", "H", "H", "H", "H", "H", "H", "H", "H", "H", "C", "C", "C", "O", "P", "S", "S", "O", "C", "C", "C", "H", "H", "H", "H", "H", "H", "H", "H", "H", "H", "H", "H", "H", "H", "F", "B", "F", "F", "F", "C", "C", "O", "P", "O", "Te", "O", "C", "C", "H", "H", "H", "H", "H", "H", "H", "H", "H", "H"], "positions_angstrom": [[0.53, 0.38, 0.18], [-3.83, -0.31, 0.58], [-3.54, 0.25, -0.74], [-4.37, 1.08, -1.46], [-3.74, 1.33, -2.63], [-2.54, 0.67, -2.64], [-1.63, 0.81, -3.93], [-0.32, -0.03, -3.85], [-0.08, -1.18, -4.56], [1.17, -1.61, -4.26], [1.69, -0.71, -3.36], [3.00, -0.77, -2.74], [0.76, 0.23, -3.10], [0.93, 1.51, -1.97], [-2.43, 0.02, -1.47], [-1.15, -1.00, -0.92], [-4.91, -0.37, 0.69], [-3.40, 0.31, 1.35], [-3.39, -1.30, 0.66], [-5.32, 1.40, -1.07], [-4.05, 1.93, -3.47], [-2.27, 0.36, -4.85], [-1.37, 1.97, -4.07], [-0.82, -1.59, -5.23], [1.73, -2.46, -4.60], [3.71, -1.19, -3.46], [2.96, -1.37, -1.84], [3.30, 0.24, -2.47], [5.76, 3.65, 1.00], [5.10, 1.95, 1.44], [6.18, 0.72, 0.51], [5.25, 1.67, 3.29], [3.37, 1.68, 0.93], [2.30, 1.18, 0.65], [6.82, 3.70, 1.25], [5.25, 4.45, 1.54], [5.65, 3.85, -0.07], [7.23, 0.81, 0.80], [6.11, 0.89, -0.56], [5.86, -0.31, 0.70], [6.20, 2.05, 3.67], [5.18, 0.61, 3.53], [4.44, 2.18, 3.81], [-2.39, 6.50, 1.21], [-2.77, 5.09, 0.77], [-2.35, 4.79, -0.66], [-2.30, 4.14, 1.76], [-0.89, 3.42, 1.93], [-0.62, 2.83, 3.74], [-1.15, 1.92, 0.53], [0.07, 4.56, 1.38], [1.51, 4.68, 1.41], [1.80, 6.02, 0.76], [2.04, 4.60, 2.83], [-2.89, 7.23, 0.58], [-1.31, 6.64, 1.13], [-2.69, 6.66, 2.24], [-3.85, 4.98, 0.84], [-1.27, 4.83, -0.78], [-2.81, 5.55, -1.30], [-2.70, 3.81, -0.99], [1.92, 3.88, 0.80], [1.32, 6.83, 1.32], [1.44, 6.04, -0.27], [2.88, 6.20, 0.75], [1.51, 5.31, 3.47], [3.09, 4.86, 2.81], [1.93, 3.61, 3.24], [-3.02, -4.64, 2.05], [-2.90, -3.35, 2.62], [-2.19, -2.53, 1.71], [-4.18, -2.81, 2.83], [-2.20, -3.43, 3.83], [0.80, -5.52, 0.26], [0.04, -4.21, 0.38], [0.57, -3.46, 1.51], [1.40, -2.15, 1.45], [1.53, -1.54, 0.04], [0.43, -0.37, 2.72], [2.84, -2.66, 1.93], [4.05, -2.12, 1.37], [4.54, -3.01, 0.25], [0.33, -6.14, -0.50], [0.77, -6.06, 1.21], [1.84, -5.35, -0.01], [-1.01, -4.36, 0.60], [0.14, -3.60, -0.52], [4.77, -2.09, 2.19], [3.87, -1.10, 1.04], [4.75, -4.01, 0.63], [5.46, -2.60, -0.18], [3.79, -3.08, -0.54]], "total_energy_ev": -133355.0471, "lumo_energy_ev": 1.4, "gap_ev": 6.66, "total_charge": -1, "max_force_ev_per_a": 0.9}